1.
This record from the OMol25 dataset describes a molecular structure, C25H46BNP2Pt at a distorted geometry. The level of theory is the ωB97M-V functional and the def2-TZVPD basis.

- gap between HOMO and LUMO (spin up / spin down) (eV) = 7.07 / 3.49
- charge = +2
- spin multiplicity = 5
- strongest force on any atom (hartree/bohr) = 0.0651

Geometry as XYZ:
```
76
Properties=species:S:1:pos:R:3:forces:R:3:mulliken_charge:R:1
H 2.040898 -2.784686 -3.548835 0.0 0.2 0.2 0.336
H -0.850334 4.299366 -6.075985 -0.1 -0.2 -0.4 0.365
C 1.222066 -0.031420 -3.109929 0.1 -1.4 0.6 -0.877
C -1.469334 0.872580 -8.016523 0.6 0.8 0.7 -1.128
H 3.429114 -2.475738 -2.526284 -0.6 -0.1 -0.3 0.410
H 0.516648 -2.247729 0.210633 -0.6 -0.9 0.2 0.423
H 1.923915 2.193905 -1.537497 0.1 0.3 0.3 0.112
H 1.659500 -4.162209 -1.739460 -0.2 0.7 0.3 0.356
P -1.102665 -1.360384 -6.269389 -1.4 -1.1 -2.8 0.559
H -1.259895 4.194710 1.131597 0.2 -0.3 0.1 0.317
H 0.494285 -1.015313 -4.736744 -0.7 0.8 0.5 -0.082
C -0.284163 -2.966245 -6.829542 0.6 -0.3 0.4 -1.359
H 0.016177 -3.609374 -5.997990 -0.1 0.2 0.1 0.312
H 2.604313 -0.961222 0.780294 0.1 0.3 -0.1 0.237
C -0.930218 -0.559481 -7.958245 0.0 0.0 -0.3 -0.878
H -3.532612 -1.281608 -6.243418 -0.1 -0.4 0.0 0.346
H -2.599805 1.952102 2.392989 0.1 -0.3 0.0 0.432
C -0.437462 2.202625 0.749993 -0.2 0.1 0.4 0.768
H -0.058985 -2.851817 -3.539985 -0.4 0.4 -0.1 0.228
H 0.614101 -2.818494 -7.438585 -0.1 0.3 0.2 0.419
C 1.623176 2.826258 -0.688585 -0.1 0.1 -0.2 -1.123
H 3.269411 -0.345918 -2.686370 -0.8 0.3 0.6 0.804
H 1.635682 1.020830 -6.544939 -0.4 0.2 0.1 0.278
C -1.303712 3.352655 0.426826 -0.2 0.1 -0.3 -1.794
C -2.807850 -2.100805 -6.325442 0.1 0.2 0.0 -1.327
C -2.793883 -2.389703 1.498411 -0.6 -0.7 0.0 0.315
C 2.589051 0.088498 0.459943 0.5 -0.5 0.1 -1.324
H -2.964290 -2.696460 -7.250173 0.0 0.5 0.6 0.461
H -1.840684 0.744600 3.451566 0.1 0.0 -0.5 0.345
C -0.531013 -1.943842 -3.126877 -0.6 -0.1 0.5 -0.560
H -2.908080 -2.771972 -5.451752 0.0 0.3 -0.4 0.380
H -1.597534 -1.898019 -3.397552 0.3 -0.6 -0.1 0.418
H -1.026931 3.770187 -0.544584 -0.2 -0.1 0.1 0.408
C -0.810591 1.101128 1.576152 -0.1 0.5 0.6 0.342
H 2.840242 0.094672 -0.620685 -0.2 0.3 0.7 0.046
H 1.602632 2.770039 -6.204758 -0.3 -0.2 -0.1 0.386
H -0.523900 -1.658344 2.307560 0.2 0.0 0.2 -0.249
H 1.475127 2.166975 -7.854106 0.1 0.1 -0.3 0.433
C 2.337345 -2.282845 -2.613436 1.4 -1.1 -0.4 -0.905
H 3.388440 0.610053 1.028944 -0.3 -0.2 -0.4 0.433
C -1.371752 3.634326 -6.780860 0.7 -0.1 -0.3 -1.108
H -2.030176 -4.291439 2.538742 0.1 0.6 0.0 0.009
N -3.017139 -1.811966 0.497994 0.2 -0.2 0.9 -0.511
H -1.456500 -1.893632 -1.117885 0.4 0.9 0.0 0.305
H 0.373406 -0.697279 3.514441 -0.1 -0.2 -0.1 0.470
H 0.148697 -0.612441 -8.232630 -0.7 0.1 0.1 0.419
C 2.256349 -0.783643 -2.757290 1.2 0.0 0.5 -0.950
Pt -1.768362 1.091232 -5.213945 -0.8 -1.1 1.7 0.319
B -2.692854 -3.296992 2.770350 1.6 -0.6 -2.9 -0.120
C 0.267907 0.182778 1.611048 0.3 0.0 -0.2 0.601
H 1.221315 1.014806 -2.964921 0.3 1.1 -0.5 0.718
P -0.614695 1.972402 -6.744021 -1.2 -0.1 -0.6 0.570
H -1.497795 -1.184692 -8.666058 0.3 0.2 0.1 0.485
H -0.964923 -3.581371 -7.433870 -0.1 0.5 0.1 0.421
H -3.859366 -3.597402 2.988431 -0.9 0.7 1.1 0.156
C 0.354266 -1.026481 2.466915 0.1 0.3 -0.2 -1.033
C 0.875855 1.976143 0.281045 -0.1 0.0 -0.6 0.260
H -2.524762 0.909387 -7.664640 0.5 0.0 -0.5 0.363
H -2.337767 3.003819 0.409224 0.0 0.2 -0.1 0.462
H -2.207174 -2.732971 3.742853 -0.8 0.0 1.0 0.134
H -0.764546 0.183843 -3.971803 1.8 -1.9 0.8 -0.604
H 2.475539 -3.103652 -0.574335 0.0 -0.1 -0.4 0.411
C 1.739297 -3.105712 -1.396188 0.9 0.7 -0.2 -1.042
C 1.171434 1.975478 -6.830235 0.6 0.0 0.0 -1.106
C 0.486488 -2.536036 -0.835723 -0.3 1.2 -1.3 -0.117
H -1.386000 1.405218 -8.954990 -0.1 -0.4 -0.6 0.556
H 1.015197 3.659993 -1.071725 0.2 -0.4 0.2 0.390
H -2.684276 0.221387 1.983122 0.0 0.1 0.1 0.232
C -0.489919 -2.022747 -1.608798 -0.4 -0.8 0.5 -0.307
C 1.280452 0.701532 0.755938 0.6 0.0 0.0 1.102
H 1.267619 -1.594309 2.267331 -0.3 0.0 0.1 0.415
H 2.531120 3.274426 -0.268481 -0.1 -0.2 0.1 0.350
C -2.040604 1.007402 2.396212 -0.3 0.2 0.1 -1.315
C 0.062105 -0.664144 -3.768346 0.0 0.3 0.6 1.209
H -1.334902 4.006970 -7.806136 -0.2 0.4 0.1 0.389
H -2.398417 3.510912 -6.418602 0.1 0.1 -0.4 0.404
```
Forces are in eV/Å.

2.
This record from the OMol25 dataset describes C25H32N4O4 in the gas phase. The level of theory is the ωB97M-V functional and the def2-TZVPD basis.

- gap between HOMO and LUMO (eV) = 8.76
- charge = 0
- spin multiplicity = 1
- strongest force on any atom (hartree/bohr) = 0.0132
- SMILES = COc1ccc(N(CC(=O)NC2CCCCC2)C(=O)CCCC(=O)Nc2ccccn2)cc1

Geometry as XYZ:
```
65
Properties=species:S:1:pos:R:3:forces:R:3:nbo_charge:R:1
H 4.438769 0.422057 -1.882834 0.1 0.1 -0.1 0.236
H 0.848878 -3.659914 3.644339 0.0 -0.1 0.0 0.223
C 0.755741 -1.617678 2.966007 0.2 -0.1 0.0 -0.152
H -0.755514 -3.001391 0.415160 0.0 -0.1 0.1 0.223
C 1.427525 -0.624887 2.276467 0.0 0.1 0.0 -0.293
H 4.075607 2.927819 -0.168098 0.0 -0.1 0.1 0.230
H -3.224478 3.180417 0.361941 0.0 0.0 0.0 0.230
C -3.398120 3.140586 2.511205 -0.2 0.0 -0.2 -0.397
N -0.827632 1.968836 -0.037352 0.3 0.1 0.4 -0.636
H -0.973779 1.962774 2.009136 0.0 0.0 0.0 0.193
C -1.997755 -2.655024 -1.285458 0.1 0.1 0.0 0.309
H -3.587140 -4.307899 -2.737841 0.0 0.0 0.0 0.176
C -1.352704 -0.799045 -2.672783 0.4 0.1 0.2 -0.185
C -3.335162 0.636950 2.486478 -0.2 0.0 -0.3 -0.395
O 2.023478 1.686038 0.659316 -0.3 0.1 0.0 -0.668
H -1.850100 -0.202897 1.151484 0.0 0.0 -0.1 0.215
H -1.957150 4.082496 1.202499 0.0 0.0 -0.1 0.205
H -4.049270 4.015854 2.550825 0.0 0.0 0.1 0.209
C 1.348609 -2.862949 3.117343 -0.1 0.0 0.0 -0.283
H 0.483360 2.708486 -2.268914 0.0 -0.1 0.0 0.226
H -2.734025 3.178316 3.378847 0.0 0.0 0.1 0.188
H -1.536306 -0.197875 -3.548829 0.0 0.1 -0.1 0.218
H -3.026150 -2.040814 -3.077097 -0.1 0.0 0.0 0.220
H -2.669929 0.617089 3.354038 0.0 0.0 0.1 0.185
C 2.680768 -0.933887 1.747034 -0.4 -0.2 0.3 0.370
C -0.288628 -0.513393 -1.830934 -0.1 -0.5 -0.1 0.096
H 4.893775 2.084805 -2.298412 0.0 0.0 0.0 0.214
H 4.337202 -0.452780 0.727672 -0.1 0.1 0.0 0.423
H -0.625929 1.837417 -3.335068 0.0 0.1 0.2 0.214
C 4.171372 1.472984 -1.756316 -0.1 0.0 0.0 -0.387
C -2.503872 0.670556 1.208569 0.2 0.0 0.3 -0.422
H 3.130298 -3.995729 2.675054 0.0 -0.1 0.1 0.197
C 2.767465 1.683876 -2.323302 0.3 -0.2 0.1 -0.513
H 2.806589 1.790953 -3.409957 -0.1 0.1 0.0 0.239
C -3.889401 -4.029941 -1.722983 -0.2 0.0 -0.1 -0.252
N 0.551316 0.613055 -2.084198 -0.2 -0.1 0.0 -0.456
C -2.204566 -1.855969 -2.403750 -0.3 -0.3 0.1 -0.307
H -4.816346 1.842726 3.492708 -0.1 0.0 0.0 0.204
N 3.460016 -0.039626 1.018546 0.3 -0.1 0.0 -0.598
O -2.457767 2.124201 -1.617928 -0.4 0.1 -0.2 -0.636
H -3.939468 -0.272060 2.506998 0.0 -0.1 0.1 0.209
O 2.413867 -0.609415 -1.766481 0.1 -0.1 0.0 -0.637
C -0.172772 1.842976 -2.338585 -0.2 0.2 -0.1 -0.299
C -2.568137 3.177671 1.232001 0.1 0.0 0.3 -0.406
C -1.295861 1.993011 -1.292459 0.5 0.1 -0.3 0.684
C 3.115579 1.166874 0.507380 0.7 0.1 0.1 0.722
H -0.222607 -1.419578 3.378859 -0.1 0.0 0.0 0.222
H 2.348669 2.594701 -1.898767 0.0 0.0 -0.1 0.222
C 4.224571 1.850319 -0.268432 -0.1 0.0 -0.2 -0.491
C 1.898918 0.465638 -2.016525 0.1 0.2 -0.3 0.705
H -4.362735 -4.885003 -1.242714 0.0 0.1 -0.1 0.199
C -4.234783 1.866220 2.568513 0.2 0.0 0.3 -0.396
H 0.747735 -1.110862 -0.058394 0.0 0.0 0.0 0.217
C 2.609802 -3.052449 2.576302 -0.2 -0.1 0.1 0.055
C -0.078232 -1.317189 -0.716395 -0.1 -0.1 -0.1 -0.120
H 1.002092 0.354524 2.142947 0.0 0.0 0.0 0.250
H 5.198169 1.589067 0.147533 0.0 0.0 0.0 0.220
O -2.778034 -3.710263 -0.921547 0.3 0.1 0.1 -0.494
C -0.915988 -2.376687 -0.449587 -0.1 0.0 -0.1 -0.270
N 3.262019 -2.116544 1.911688 0.3 0.3 -0.3 -0.450
H 0.166332 1.840226 0.105720 0.0 0.0 -0.1 0.438
H -4.602632 -3.200762 -1.769857 0.0 0.0 0.0 0.177
H -4.932924 1.856840 1.729437 -0.1 0.0 0.0 0.198
C -1.660949 1.947807 1.155632 -0.5 0.0 -0.3 -0.038
H -3.160078 0.654998 0.337385 0.0 0.0 -0.1 0.223
```
Forces are in eV/Å.

Calculated values (kcal/mol) of energy relative to the best compared isomer or geometry (same formula, charge and spin) for the records, taken in order: 37.5, 7.2.
Calculated values (eV) of electronic energy for the records, taken in order: -50637.726, -40597.037.